Here is the molecule C3H6N2O2S in a non-equilibrium geometry from the OMol25 dataset. Energies are from ωB97M-V/def2-TZVPD.

```
14
C3H6N2O2S (ωB97M-V/def2-TZVPD)
C -0.7551 0.2013 0.6671
C 1.4753 0.6350 0.1458
C 1.1259 -0.7646 -0.3837
N 0.1799 1.1187 0.6176
N -0.1627 -1.0224 0.2307
O -3.0157 -1.1573 0.1246
O -2.3138 0.8002 -1.1650
S -2.7523 0.2716 0.1309
H 2.1643 0.5810 0.9959
H 1.8942 1.2952 -0.6142
H 1.0418 -0.7730 -1.4783
H 1.8537 -1.5155 -0.0717
H 0.0470 2.0774 0.8889
H -0.7826 -1.7476 -0.0887
```

## Properties
spin multiplicity	1
Kohn-Sham gap	9.4	eV
energy	-776.04827	Ha
maximum force	0.072	Eh/bohr
LUMO level	0.538	eV